1.
Here is a 17-piece molecular cluster, H34O17 overall at a distorted geometry from the Open Molecules 2025 dataset. Energies are from the ωB97M-V functional and the def2-TZVPD basis.

Output
LUMO level (spin up / spin down): -3.085 / -10.939 eV
Gap between HOMO and LUMO (spin up / spin down): 10.22 / 2.36 eV
Highest occupied orbital energy (spin up / spin down): -13.301 / -13.300 eV
ΔE to the lowest compared entry with this formula, charge and spin: 77.6 kJ/mol
Maximum force: 0.0398 Eh/bohr
Net charge: +1
Spin multiplicity: 2

Positions of all 51 atoms, in Å:
1 O -3.000 -0.676 -2.852
2 H -3.396 -1.488 -2.565
3 H -2.954 0.052 -2.250
4 O -0.506 1.382 -1.163
5 H 0.115 0.900 -1.728
6 H 0.192 1.674 -0.572
7 O 2.991 0.053 -3.885
8 H 3.944 -0.091 -3.774
9 H 3.015 0.536 -4.715
10 O -0.759 -1.996 -4.077
11 H -1.503 -2.102 -4.679
12 H -0.934 -1.110 -3.735
13 O 1.712 1.474 0.547
14 H 2.133 1.239 1.392
15 H 0.868 0.987 0.606
16 O -1.953 1.015 1.499
17 H -2.610 0.747 0.850
18 H -1.705 1.909 1.251
19 O 0.028 3.709 3.061
20 H 0.946 3.426 3.215
21 H -0.329 3.007 3.633
22 O 1.188 -1.460 0.200
23 H 1.564 -1.357 -0.687
24 H 0.644 -2.220 -0.058
25 O -0.040 -2.505 2.684
26 H -0.768 -3.015 3.071
27 H 0.354 -3.154 2.095
28 O -4.049 -2.191 2.511
29 H -4.798 -2.750 2.726
30 H -4.430 -1.482 1.986
31 O 3.204 2.484 -1.617
32 H 2.830 2.151 -2.453
33 H 2.431 2.654 -1.014
34 O -5.070 1.542 -0.134
35 H -5.188 2.085 -0.932
36 H -5.318 2.299 0.430
37 O 2.741 -4.386 0.518
38 H 3.148 -4.324 1.392
39 H 3.325 -3.896 -0.073
40 O 1.745 -0.334 3.242
41 H 1.220 -1.128 2.962
42 H 0.984 0.084 3.687
43 O -0.321 1.812 -4.955
44 H -0.377 2.392 -5.726
45 H -0.265 0.925 -5.335
46 O 4.583 -0.047 -0.124
47 H 3.843 -0.404 0.413
48 H 4.234 0.845 -0.316
49 O -2.076 0.200 4.830
50 H -2.024 0.390 3.879
51 H -2.911 -0.279 4.870

***

2.
Here is a 3-piece molecular cluster, C6H10O overall from the Open Molecules 2025 dataset. Energies are from the ωB97M-V functional and the def2-TZVPD basis.

Output
LUMO level: 0.915 eV
Gap between HOMO and LUMO: 9.82 eV
Highest occupied orbital energy: -8.903 eV
SMILES string: C=CO.C#C.C=C
ΔE to the lowest compared entry with this formula, charge and spin: 383.9 kJ/mol
Maximum force: 0.0120 Eh/bohr
Net charge: 0

Positions of all 17 atoms, in Å:
1 C -0.528 1.852 -0.172
2 C -0.568 1.533 1.116
3 O 0.469 1.529 1.994
4 H 0.381 2.201 -0.651
5 H -1.411 1.735 -0.788
6 H -1.489 1.235 1.605
7 H 1.290 1.656 1.499
8 C -0.954 -2.195 0.704
9 C -1.165 -1.432 1.608
10 H -0.775 -2.900 -0.074
11 H -1.356 -0.784 2.432
12 C 1.155 -0.098 -1.631
13 C 0.886 -1.384 -1.467
14 H 1.919 0.402 -1.040
15 H 0.619 0.514 -2.351
16 H 0.111 -1.877 -2.048
17 H 1.417 -1.987 -0.736